(1)
69
Properties=species:S:1:pos:R:3:nbo_charge:R:1 method="wB97M-V/def2-TZVPD" homo_lumo_gap_ev=6.24 homo_ha=-0.1896 relative_energy_ev=0.000 total_charge=-1 e_lumo_ev=1.08
Sn -1.115 0.756 0.883 1.434
Se -1.083 -2.179 -1.899 -0.580
P -1.761 -2.751 0.038 0.992
Se -0.580 -2.117 1.741 -0.574
C -1.988 -4.564 0.122 -0.396
C -1.276 -5.361 1.005 -0.193
C -1.472 -6.738 1.014 -0.217
C -2.384 -7.317 0.147 -0.211
C -3.100 -6.520 -0.738 -0.237
C -2.900 -5.151 -0.754 -0.127
C -3.472 -2.164 0.335 -0.414
C -4.142 -1.388 -0.599 -0.208
C -5.429 -0.935 -0.335 -0.210
C -6.050 -1.262 0.859 -0.210
C -5.382 -2.044 1.796 -0.235
C -4.098 -2.488 1.537 -0.128
H -0.571 -4.899 1.685 0.239
H -0.911 -7.355 1.704 0.207
H -2.538 -8.389 0.158 0.205
H -3.813 -6.968 -1.420 0.207
H -3.443 -4.527 -1.454 0.217
H -3.642 -1.145 -1.529 0.243
H -5.944 -0.322 -1.064 0.205
H -7.051 -0.905 1.067 0.206
H -5.861 -2.295 2.734 0.209
H -3.564 -3.072 2.277 0.222
O 5.472 0.447 -2.711 -0.385
N 4.753 1.338 -3.125 0.532
O 5.113 2.204 -3.897 -0.378
C 3.344 1.347 -2.696 0.044
C 2.461 1.824 -3.591 -0.133
C 1.067 1.811 -3.296 -0.009
C 0.104 2.299 -4.191 -0.143
C -1.215 2.282 -3.826 -0.246
C -1.552 1.771 -2.566 0.097
N -0.663 1.308 -1.721 -0.425
C 0.628 1.322 -2.061 0.176
C 1.592 0.846 -1.091 0.290
N 1.137 0.442 0.113 -0.541
C 1.997 0.055 1.035 0.089
C 3.373 0.043 0.820 -0.190
C 3.860 0.440 -0.395 -0.134
C 2.963 0.846 -1.398 -0.112
H 2.813 2.209 -4.538 0.240
H 0.417 2.693 -5.150 0.214
H -1.988 2.655 -4.484 0.220
H -2.585 1.741 -2.237 0.202
H 1.576 -0.249 1.984 0.242
H 4.034 -0.258 1.619 0.223
H 4.922 0.441 -0.582 0.242
O -0.588 3.710 3.462 -1.004
As 0.559 2.383 3.522 2.478
O 1.072 2.113 5.044 -1.159
O -0.280 1.122 2.772 -1.306
C 2.113 2.921 2.484 -0.459
C 3.307 2.638 3.146 -0.198
C 4.531 2.941 2.568 -0.226
C 4.571 3.536 1.319 -0.211
C 3.389 3.828 0.654 -0.227
C 2.159 3.528 1.229 -0.222
S 0.707 4.014 0.286 2.432
O 0.283 5.288 0.802 -0.960
O 1.167 4.017 -1.094 -1.020
O -0.268 2.930 0.523 -1.089
H -0.393 4.305 4.196 0.491
H 3.250 2.190 4.131 0.255
H 5.449 2.713 3.097 0.210
H 5.521 3.778 0.857 0.210
H 3.399 4.289 -0.325 0.245

(2)
75
Properties=species:S:1:pos:R:3:mulliken_charge:R:1 method="wB97M-V/def2-TZVPD" homo_lumo_gap_ev="6.09 / 6.71" multiplicity=6 homo_ha="-0.1404 / -0.2073" total_charge=-1 e_lumo_ev="2.27 / 1.07"
Ir -0.349 -0.286 0.109 1.005
C -4.447 6.208 -0.396 -0.401
O -3.494 7.182 -0.024 -0.471
C -2.534 6.805 0.864 0.758
C -2.546 5.605 1.569 0.136
C -1.517 5.304 2.439 -0.445
C -0.432 6.186 2.621 -0.280
C -0.449 7.407 1.913 -0.257
C -1.480 7.703 1.055 -0.537
N 0.653 5.898 3.391 -0.899
N 0.683 4.812 4.095 -0.387
C 0.749 3.552 3.703 0.119
C 0.543 2.524 4.661 -0.589
C 0.311 1.225 4.293 -0.845
C 0.289 0.820 2.932 0.675
O -0.048 -0.347 2.559 -0.323
C 0.682 1.809 1.958 0.477
N 0.766 1.391 0.667 -0.255
C 1.128 2.256 -0.267 -0.297
C 1.446 3.581 0.016 -1.248
C 1.343 4.033 1.312 -0.475
C 0.944 3.152 2.320 0.216
H -5.031 6.653 -1.198 0.254
H -5.117 5.961 0.434 0.326
H -3.974 5.292 -0.761 -0.030
H -3.350 4.895 1.431 0.115
H -1.529 4.363 2.974 0.449
H 0.384 8.086 2.042 0.431
H -1.488 8.628 0.492 0.404
H 0.488 2.824 5.700 0.393
H 0.076 0.475 5.037 0.455
H 1.167 1.888 -1.282 0.806
H 1.747 4.241 -0.786 0.449
H 1.577 5.060 1.553 0.734
Cl 2.720 -0.240 -1.328 -0.199
C 2.315 -1.698 -0.500 1.026
C 1.105 -1.784 0.196 -1.673
C 0.891 -3.001 0.868 1.006
Cl -0.474 -3.207 1.896 -0.145
C 1.766 -4.083 0.757 -0.038
Cl 1.408 -5.580 1.525 -0.221
C 2.942 -3.959 0.025 0.350
Cl 4.024 -5.289 -0.117 -0.220
C 3.233 -2.745 -0.580 -0.216
Cl 4.723 -2.557 -1.425 -0.221
C -1.523 3.454 -2.485 -1.502
C -2.384 2.214 -2.593 1.038
O -3.461 2.422 -3.494 -0.661
P -1.408 0.752 -3.175 0.245
O -1.007 1.131 -4.677 -0.538
O -2.466 -0.407 -3.360 -0.480
O -0.205 0.382 -2.387 -0.132
P -3.008 1.610 -0.961 -0.497
O -3.821 2.906 -0.421 -0.327
O -3.959 0.498 -1.278 -0.826
O -1.849 1.371 -0.033 0.000
H -1.057 3.673 -3.447 0.393
H -0.756 3.300 -1.729 0.243
H -2.146 4.296 -2.183 0.304
H -4.163 1.797 -3.260 0.494
H -0.333 0.512 -4.994 0.374
H -3.116 -0.394 -2.603 0.414
H -4.233 2.664 0.424 0.306
Cl -3.196 -1.156 2.204 -0.152
C -3.601 -2.158 0.876 0.782
C -4.769 -2.884 0.910 -0.620
C -5.102 -3.743 -0.129 -0.393
C -4.255 -3.879 -1.220 -0.555
C -3.086 -3.159 -1.273 0.738
Cl -2.016 -3.350 -2.610 -0.175
C -2.693 -2.241 -0.245 -0.934
N -1.554 -1.594 -0.362 0.310
H -5.419 -2.780 1.768 0.431
H -6.017 -4.316 -0.081 0.375
H -4.498 -4.551 -2.032 0.432

(3)
62
Properties=species:S:1:pos:R:3:nbo_charge:R:1 method="wB97M-V/def2-TZVPD" homo_lumo_gap_ev="6.08 / 6.08" homo_ha="-0.3714 / -0.3713" relative_energy_ev=0.815 total_charge=+1 e_lumo_ev="-4.03 / -4.03"
Ir -0.788 1.308 0.196 1.124
Cl 3.520 1.033 -5.569 0.026
C 2.233 1.208 -4.422 -0.093
C 0.893 1.111 -4.847 -0.154
C -0.125 1.256 -3.949 -0.226
C 0.114 1.461 -2.573 0.419
O -0.908 1.579 -1.789 -0.666
C 1.468 1.550 -2.148 -0.257
C 1.888 1.736 -0.810 0.203
N 1.154 1.744 0.252 -0.390
C 1.642 1.848 1.589 0.075
C 2.898 2.244 1.946 -0.146
C 3.290 2.261 3.302 -0.198
C 2.427 1.877 4.285 -0.168
C 1.117 1.473 3.947 -0.094
C 0.157 1.052 4.895 -0.088
C -1.080 0.668 4.475 -0.253
C -1.390 0.727 3.103 0.107
N -0.529 1.135 2.208 -0.412
C 0.730 1.488 2.599 0.203
C 2.506 1.436 -3.117 -0.146
H 0.676 0.912 -5.889 0.241
H -1.159 1.191 -4.264 0.233
H 2.961 1.832 -0.668 0.206
H 3.600 2.555 1.183 0.218
H 4.285 2.594 3.561 0.238
H 2.732 1.879 5.324 0.235
H 0.420 1.031 5.947 0.237
H -1.826 0.319 5.175 0.247
H -2.362 0.432 2.730 0.226
H 3.539 1.518 -2.799 0.226
C 1.553 -7.541 -1.430 -0.731
C 0.224 -8.205 -1.668 0.461
O 0.020 -9.071 -2.463 -0.497
S -1.124 -7.803 -0.488 0.225
C -1.095 -6.044 -0.398 -0.168
C -0.786 -5.245 -1.499 -0.239
C -0.795 -3.867 -1.380 -0.166
C -1.149 -3.259 -0.170 -0.113
C -1.519 -4.066 0.909 -0.182
C -1.486 -5.443 0.797 -0.212
C -1.070 -1.836 -0.053 0.079
C -0.987 -0.622 0.042 -0.412
H 2.112 -7.486 -2.363 0.243
H 2.103 -8.189 -0.744 0.257
H 1.463 -6.559 -0.972 0.234
H -0.553 -5.703 -2.453 0.228
H -0.533 -3.242 -2.225 0.224
H -1.824 -3.600 1.837 0.219
H -1.752 -6.065 1.643 0.230
N -1.254 6.851 -0.083 -0.776
C -1.876 5.649 -0.071 0.369
C -1.219 4.475 0.345 -0.030
N -1.842 3.306 0.329 -0.447
C -3.117 3.260 -0.070 -0.069
C -3.750 4.420 -0.468 0.050
N -3.141 5.601 -0.482 -0.413
H -0.316 6.967 0.248 0.401
H -1.775 7.658 -0.374 0.421
H -0.192 4.501 0.690 0.201
H -3.618 2.299 -0.065 0.217
H -4.784 4.401 -0.791 0.220

(4)
60
Properties=species:S:1:pos:R:3:nbo_charge:R:1 method="wB97M-V/def2-TZVPD" homo_lumo_gap_ev=5.62 homo_ha=-0.4244 total_charge=+1 e_lumo_ev=-5.93
C 0.751 4.061 3.112 -0.151
C 1.940 3.553 3.665 -0.219
C 2.169 2.171 3.718 -0.180
C 1.194 1.269 3.219 -0.058
C 1.255 -0.174 3.473 0.284
C 2.270 -0.787 4.188 -0.507
N 0.171 -0.943 2.983 -0.660
C -1.133 -0.776 3.467 0.692
C -2.136 -1.738 2.894 -0.211
C -3.320 -1.965 3.614 -0.149
C -4.305 -2.814 3.102 -0.206
C -4.142 -3.407 1.841 -0.173
C -2.973 -3.160 1.107 -0.228
C -1.986 -2.310 1.624 -0.135
O -1.463 0.108 4.258 -0.599
C 0.098 1.818 2.515 -0.140
C -0.178 3.178 2.548 -0.212
H 0.561 5.134 3.078 0.234
H 2.692 4.243 4.054 0.231
H 3.088 1.789 4.179 0.202
H 2.274 -1.883 4.211 0.233
H 3.213 -0.245 4.274 0.226
H 0.387 -1.888 2.676 0.421
H -3.467 -1.458 4.567 0.233
H -5.207 -3.002 3.693 0.231
H -4.924 -4.047 1.432 0.231
H -2.830 -3.622 0.129 0.229
H -1.105 -2.062 1.029 0.206
H -0.576 1.149 1.970 0.223
H -1.120 3.535 2.113 0.236
F -2.448 -4.889 7.676 -0.313
C -2.526 -3.525 7.616 0.970
F -3.514 -3.232 6.703 -0.319
F -2.969 -3.085 8.841 -0.314
C -1.222 -2.874 7.280 -0.075
C -1.218 -1.518 6.952 -0.197
C -0.019 -0.917 6.650 -0.048
C 1.203 -1.637 6.700 -0.191
C 2.437 -0.947 6.488 0.104
C 3.668 -1.466 7.057 -0.080
C 3.772 -2.436 8.101 -0.148
C 5.009 -2.897 8.538 -0.185
C 6.172 -2.305 8.040 -0.073
C 7.511 -2.627 8.647 0.970
F 8.549 -2.045 7.976 -0.314
F 7.578 -2.166 9.947 -0.316
F 7.781 -3.971 8.689 -0.313
C 6.121 -1.353 7.031 -0.180
C 4.893 -0.952 6.543 -0.150
C 1.136 -3.052 6.888 -0.146
C -0.049 -3.628 7.323 -0.190
H -2.147 -0.957 6.912 0.259
H 0.015 0.139 6.367 0.239
H 2.393 0.156 6.328 0.253
H 2.874 -2.809 8.602 0.240
H 5.082 -3.693 9.276 0.256
H 7.037 -0.919 6.630 0.259
H 4.859 -0.210 5.743 0.219
H 2.014 -3.694 6.705 0.239
H -0.074 -4.667 7.649 0.256

no.,maximum force (eV/A)
1,0.369
2,1.193
3,1.534
4,2.083